{
  "formula": "C2H2N5",
  "method": "wB97M-V/def2-TZVPD",
  "de_lowest_kcal_mol": 109.2,
  "gap_ev": [7.21, 7.21],
  "charge": 1,
  "elements": ["C", "C", "N", "N", "N", "N", "N", "H", "H"],
  "xyz": [[-0.426644, -1.009802, -0.023355], [0.811834, -0.496541, -0.026894], [3.138274, -0.088914, 0.031360], [-1.507476, -0.237276, 0.000428], [-0.131787, 1.576284, -0.014130], [2.048933, -0.339968, 0.005508], [-1.219627, 1.045790, 0.004141], [-0.630831, -2.077542, -0.021061], [-2.082679, 1.627966, 0.044004]],
  "forces_ev_per_angstrom": [[-1.0, -0.3, 0.1], [-3.4, 4.1, -0.1], [-0.2, -0.2, 0.0], [-0.7, -2.4, -0.1], [2.3, -2.2, 0.0], [2.8, 0.1, 0.1], [-0.1, 1.0, 0.1], [0.0, 0.0, 0.0], [0.4, 0.0, -0.1]]
}

{
  "formula": "C26H59FO6SSi",
  "method": "wB97M-V/def2-TZVPD",
  "smiles": "CCCCCCCCCCCCCC[Si@H](F)S.COCCOCCOC.COCCOCCOC",
  "gap_ev": 9.62,
  "elements": ["C", "C", "C", "C", "C", "C", "C", "C", "C", "C", "C", "C", "C", "C", "Si", "F", "S", "H", "H", "H", "H", "H", "H", "H", "H", "H", "H", "H", "H", "H", "H", "H", "H", "H", "H", "H", "H", "H", "H", "H", "H", "H", "H", "H", "H", "H", "H", "H", "C", "O", "C", "C", "O", "C", "C", "O", "C", "H", "H", "H", "H", "H", "H", "H", "H", "H", "H", "H", "H", "H", "H", "C", "O", "C", "C", "O", "C", "C", "O", "C", "H", "H", "H", "H", "H", "H", "H", "H", "H", "H", "H", "H", "H", "H"],
  "xyz": [[-3.848671, 2.621109, 3.700809], [-4.393048, 1.277963, 3.056556], [-4.405487, 1.315162, 1.485116], [-5.865156, 1.400396, 0.856315], [-5.944837, 0.314679, -0.270000], [-7.390263, 0.084198, -0.850803], [-7.509812, -1.187786, -1.776845], [-6.155253, -1.514036, -2.536951], [-6.408571, -2.231109, -3.927216], [-5.351568, -1.827300, -5.020965], [-3.894532, -1.641639, -4.472964], [-3.500857, -0.136686, -4.163703], [-1.998876, 0.215172, -4.497153], [-1.316173, 0.733295, -3.166983], [-0.469427, -0.727506, -2.272936], [-1.531346, -1.387625, -1.128682], [1.219206, 0.071667, -1.214294], [-2.981304, 2.940408, 3.070997], [-4.605153, 3.433616, 3.719981], [-3.504523, 2.387950, 4.738452], [-5.388296, 1.007111, 3.485004], [-3.653537, 0.495149, 3.365473], [-3.949159, 0.356553, 1.128938], [-3.735388, 2.117768, 1.086064], [-6.034265, 2.431026, 0.452902], [-6.653611, 1.244732, 1.637252], [-5.479531, -0.658685, 0.007806], [-5.324774, 0.708103, -1.119951], [-7.648915, 1.005982, -1.433671], [-8.095408, 0.051421, 0.017476], [-8.240971, -0.920959, -2.584203], [-7.921172, -2.078451, -1.246590], [-5.517479, -2.121149, -1.862033], [-5.720862, -0.520637, -2.794393], [-6.522108, -3.328926, -3.799399], [-7.399918, -1.838042, -4.275141], [-5.699777, -0.949810, -5.621326], [-5.319343, -2.683925, -5.746043], [-3.105840, -2.031552, -5.167339], [-3.796540, -2.247803, -3.537212], [-4.224967, 0.549313, -4.666111], [-3.667797, -0.000115, -3.064251], [-1.448818, -0.642605, -4.956215], [-1.991975, 1.076671, -5.211296], [-0.525946, 1.504306, -3.374821], [-2.028585, 1.209570, -2.454420], [-0.130590, -1.710278, -3.304453], [1.345008, -0.532400, 0.012966], [2.139938, -3.483163, 0.394427], [3.098118, -3.268717, 1.410622], [2.856352, -4.033488, 2.582093], [4.160924, -4.488577, 3.219928], [4.844212, -5.511782, 2.502813], [5.452055, -5.150882, 1.264011], [6.647168, -4.217409, 1.395123], [6.228012, -2.891516, 1.688799], [7.117072, -2.206767, 2.548040], [1.196552, -2.991383, 0.653950], [2.526361, -3.050752, -0.528603], [1.975743, -4.552717, 0.224796], [2.247251, -4.916779, 2.355709], [2.314026, -3.396200, 3.290539], [3.914971, -4.932412, 4.188516], [4.821740, -3.646797, 3.427193], [4.712775, -4.763275, 0.563952], [5.815920, -6.091684, 0.842294], [7.188702, -4.189488, 0.442246], [7.316468, -4.600679, 2.172269], [7.358864, -2.811182, 3.429004], [6.619774, -1.298347, 2.888989], [8.033287, -1.933707, 2.015335], [1.878925, 2.345335, 1.855760], [3.255504, 2.659063, 1.800674], [3.932631, 2.024578, 0.725372], [5.008606, 2.930549, 0.144539], [4.510402, 4.031063, -0.610944], [3.864310, 5.081080, 0.105560], [4.788545, 5.901075, 0.994562], [5.137006, 5.181323, 2.169030], [6.457752, 5.434979, 2.602232], [1.733525, 1.323889, 2.222901], [1.403709, 3.042506, 2.545588], [1.407390, 2.463962, 0.874365], [3.233591, 1.751216, -0.072763], [4.400543, 1.113986, 1.118758], [5.590429, 2.335299, -0.564584], [5.708427, 3.265527, 0.910361], [3.002726, 4.705779, 0.656705], [3.472630, 5.750705, -0.665018], [4.269507, 6.814427, 1.308513], [5.680392, 6.178591, 0.423122], [7.170957, 5.329488, 1.777463], [6.708775, 4.694003, 3.361504], [6.533651, 6.434986, 3.040512]],
  "forces_ev_per_angstrom": [[-0.1, -0.9, -0.3], [1.0, 0.6, 0.1], [-0.6, -0.5, 0.2], [0.8, -0.4, 0.0], [-0.6, 0.7, -0.9], [0.5, 0.1, 0.4], [0.1, 0.6, -0.7], [-1.3, 0.1, -0.4], [-0.3, 1.1, 0.4], [0.2, -1.3, -0.3], [0.3, 0.5, 0.0], [-0.2, -0.9, 0.4], [-0.8, 1.2, 0.7], [0.9, -0.4, -0.1], [-1.8, 0.5, 1.6], [1.4, 0.6, -1.6], [0.3, 0.0, 0.4], [-0.6, -0.1, 0.7], [0.5, -0.5, 0.0], [-0.3, 0.5, -0.8], [0.7, 0.2, -0.4], [-0.8, 0.5, -0.2], [-0.4, 0.8, 0.2], [-0.6, -0.5, 0.4], [0.0, -0.9, 0.1], [0.7, -0.1, -0.6], [-0.4, 0.7, 0.2], [-0.3, -0.4, 0.7], [0.1, -0.8, 0.4], [0.4, -0.2, -0.8], [0.4, -0.4, 0.8], [0.4, 0.6, -0.3], [0.0, 0.6, -0.6], [0.0, -0.9, 0.4], [0.3, 0.6, -0.2], [0.7, -0.6, 0.2], [0.4, -0.5, 0.7], [-0.1, 0.8, 0.4], [-0.9, 0.2, 0.3], [0.0, 0.5, -0.7], [0.7, -0.5, 0.2], [0.2, 0.1, -0.9], [-0.4, 0.7, 0.4], [0.1, -0.9, 0.3], [-0.6, -0.7, 0.1], [0.4, -0.3, -0.6], [0.1, -0.4, 0.2], [-0.5, 0.0, -0.9], [0.2, 0.2, 0.1], [0.0, -0.3, -0.2], [0.3, 0.2, 0.0], [-0.1, -0.1, 0.1], [0.0, 0.2, -0.1], [0.1, -0.1, 0.1], [-0.4, 0.2, -0.2], [0.0, -0.1, 0.4], [-0.2, 0.0, -0.2], [-0.2, -0.1, -0.1], [0.0, 0.1, 0.1], [-0.1, 0.0, 0.0], [0.0, 0.0, 0.0], [-0.1, -0.2, 0.2], [0.0, -0.1, -0.1], [-0.1, 0.1, -0.2], [0.0, 0.3, 0.0], [0.0, 0.0, 0.1], [0.1, -0.2, 0.0], [0.0, 0.0, 0.0], [0.1, 0.0, 0.0], [0.0, 0.0, -0.1], [0.1, 0.0, 0.1], [0.2, 0.1, 0.1], [-0.2, 0.2, -0.2], [0.2, 0.2, 0.2], [0.0, -0.1, -0.1], [0.0, 0.0, 0.2], [0.1, 0.1, -0.1], [-0.3, -0.3, 0.2], [0.3, -0.1, -0.2], [-0.3, -0.1, 0.1], [-0.2, -0.1, -0.1], [0.1, -0.1, 0.1], [0.0, -0.1, 0.0], [0.0, 0.0, 0.0], [0.1, -0.1, -0.2], [-0.1, 0.0, -0.1], [-0.2, 0.0, 0.2], [0.1, 0.0, 0.2], [0.1, 0.0, 0.0], [0.0, 0.1, -0.2], [0.0, 0.0, 0.0], [0.0, 0.1, 0.0], [-0.1, 0.1, 0.0], [0.2, 0.0, 0.0]]
}

{
  "formula": "C4H8N2O",
  "method": "wB97M-V/def2-TZVPD",
  "smiles": "[H]/N=C\\N(C=C)OC",
  "de_lowest_kcal_mol": 100.9,
  "gap_ev": 9.41,
  "elements": ["C", "C", "C", "C", "H", "H", "H", "H", "H", "H", "H", "H", "N", "N", "O"],
  "xyz": [[-0.135662, 1.772798, 0.278376], [0.913116, -1.125832, -0.042831], [2.117720, -0.631047, -0.300091], [-1.530750, -1.053300, 0.095963], [0.053675, 2.787494, -0.210130], [-1.000598, 1.628937, 0.970614], [0.725186, 1.574553, 0.915269], [0.837143, -2.227234, 0.167165], [2.180268, 0.379072, -0.708646], [2.953571, -1.171701, 0.072482], [-1.513666, -1.969569, 0.750561], [-2.377016, 0.334556, -0.762856], [-0.296836, -0.446139, -0.145187], [-2.621678, -0.598052, -0.310751], [-0.304476, 0.745470, -0.769935]],
  "forces_ev_per_angstrom": [[-0.3, 0.2, -0.1], [0.0, -1.3, -0.1], [-0.9, 1.0, 0.0], [0.5, -0.9, 0.6], [-0.9, -1.5, 0.6], [0.3, 0.9, -0.7], [0.3, -0.3, -0.4], [-0.3, 1.4, 0.4], [0.4, -0.3, 0.3], [0.7, -0.3, -0.4], [0.4, 0.8, -0.9], [-0.8, -1.4, 0.2], [0.4, -2.1, 0.7], [-0.4, 2.0, -0.4], [0.6, 1.8, 0.4]]
}

{
  "formula": "C4H10N3",
  "method": "wB97M-V/def2-TZVPD",
  "de_lowest_kcal_mol": 74.0,
  "gap_ev": 10.79,
  "charge": 1,
  "elements": ["C", "C", "C", "C", "N", "N", "N", "H", "H", "H", "H", "H", "H", "H", "H", "H", "H"],
  "xyz": [[0.656946, 0.639915, -1.226815], [-0.411008, 1.374322, -1.319562], [0.260284, -0.387812, 0.380565], [0.747972, -1.800880, 0.233192], [-1.159875, -0.218917, 0.306381], [0.755520, 0.450598, 1.415264], [-1.392581, 1.092298, -0.200989], [1.564917, 0.525516, -1.767964], [-0.723642, 2.137434, -2.008773], [0.376336, -2.401537, 1.064980], [1.834828, -1.829124, 0.250446], [0.404125, -2.244308, -0.697996], [-1.587726, -0.923922, -0.290820], [1.768301, 0.478977, 1.429432], [0.435946, 0.126651, 2.325396], [-1.155733, 1.738406, 0.573560], [-2.374608, 1.242383, -0.466299]],
  "forces_ev_per_angstrom": [[-1.1, -2.1, 3.3], [0.1, 0.0, -0.3], [1.0, 2.0, -3.3], [-0.3, 0.0, 0.2], [-0.3, -0.5, 0.6], [0.0, 0.0, 0.4], [0.3, 0.3, -0.1], [0.3, 0.2, -0.4], [0.0, 0.2, -0.1], [0.0, -0.1, 0.1], [0.0, 0.1, 0.0], [0.0, 0.0, -0.1], [0.0, 0.4, -0.2], [-0.1, 0.1, 0.0], [0.0, 0.0, 0.0], [-0.1, -0.3, -0.2], [0.3, -0.2, 0.1]]
}

{
  "formula": "C3H8NO2",
  "method": "wB97M-V/def2-TZVPD",
  "smiles": "[NH3+]CCC(=O)O",
  "de_lowest_kcal_mol": 11.9,
  "gap_ev": 10.95,
  "charge": 1,
  "elements": ["C", "C", "C", "O", "O", "N", "H", "H", "H", "H", "H", "H", "H", "H"],
  "xyz": [[-0.115647, -0.922410, -0.552670], [-0.170367, 0.574784, -0.886812], [-0.860760, 1.384699, 0.196378], [-0.822073, 0.743696, 1.403537], [-1.270475, 2.493383, 0.070479], [1.096290, -1.166421, 0.342420], [-1.001229, -1.187431, 0.011562], [0.092566, -1.518215, -1.424564], [-0.747049, 0.721017, -1.804700], [0.794181, 1.055775, -1.012147], [-1.254788, 1.345305, 2.044782], [1.450960, -2.124890, 0.406092], [0.953493, -0.778588, 1.279228], [1.854895, -0.620709, -0.073587]],
  "forces_ev_per_angstrom": [[0.8, 0.7, 0.3], [-1.0, -0.3, 0.3], [0.5, 0.3, 0.4], [-0.3, 0.2, 0.0], [-0.2, -0.1, -0.2], [0.4, 0.6, -0.1], [0.0, -0.5, -0.2], [-0.4, -0.3, -0.3], [0.2, 0.0, 0.1], [0.3, -0.1, -0.3], [0.2, -0.3, -0.2], [-0.5, 0.0, 0.0], [-0.2, -0.1, 0.1], [0.2, -0.1, 0.1]]
}

Going through the records in order, we get calculated total energy values of -350.67231, -2264.92728, -341.84283, -322.34269, -324.10829 hartree.